Below is the molecule C8H14, with properties calculated with wB97M-V/def2-TZVPD.

```
22
Properties=species:S:1:pos:R:3
C -0.46909 -0.12595 -2.43349
C 0.60467 0.95095 -2.32381
C 0.67851 1.77141 -0.95661
C 1.15993 0.75400 0.12925
C 0.56307 1.15984 1.49306
C -0.55011 -2.22922 2.26764
C -0.95889 -0.94893 1.68359
C 0.01464 -0.20003 0.86984
H -0.71745 -0.45253 -3.51528
H -1.35567 0.13696 -1.80727
H -0.25537 -1.07148 -1.89851
H 0.44701 1.71096 -3.12165
H 1.58710 0.56070 -2.46345
H -0.29657 2.17473 -0.67538
H 1.54416 2.47691 -1.01153
H 1.14295 1.10608 2.37425
H -0.14518 1.90455 1.51364
H -1.39037 -2.72666 2.63633
H 0.19650 -2.06160 3.21009
H 0.02029 -3.10981 1.73176
H -1.90366 -0.61476 1.80742
H 0.08353 -1.16611 0.49011
```

Molecular weight (g/mol): 110.2
Total charge: 0
Relative energy (zero: lowest compared OMol25 entry of this formula, charge and spin) (kcal per mole): 229.22
E_tot (Eh): -312.85212
LUMO level (Eh): -0.0221



Below is a cluster of 2 separate species, C6H7Cl2NSi in total, with properties calculated with wB97M-V/def2-TZVPD.

```
17
Properties=species:S:1:pos:R:3
C -2.02101 -2.71442 -0.12560
C -2.75741 -1.56248 0.09318
C -0.58694 -2.66657 -0.03261
C -2.11050 -0.37124 0.40162
C -0.13988 -1.37231 0.15376
C 2.21770 0.90833 1.44294
N -0.85256 -0.31857 0.40948
Si 2.86933 -0.45494 0.33884
Cl 3.58951 0.19309 -1.49737
Cl 4.43026 -1.53987 1.04750
H -2.57890 -3.56476 -0.38685
H -3.87481 -1.64299 -0.06778
H 0.16872 -3.36744 -0.47293
H -2.62136 0.63601 0.62315
H 3.09781 1.59246 1.73688
H 1.52581 1.58544 0.86257
H 1.78978 0.47420 2.31659
```

Molecular weight (g/mol): 192.1
Total charge: 0
Relative energy (zero: lowest compared OMol25 entry of this formula, charge and spin) (kcal per mole): 97.30
E_tot (Eh): -1497.43154
LUMO level (spin up / spin down) (Eh): -0.0180 / -0.0058



Below is a structure of composition C3H4BrN2O3, with properties calculated with wB97M-V/def2-TZVPD.

```
13
Properties=species:S:1:pos:R:3
C 0.05936 1.77333 -0.08848
C -0.09118 -0.52513 0.16349
C -1.49530 0.45227 -0.77390
N 0.58440 0.72893 0.46487
N 0.58815 3.20766 0.10323
O 1.59128 3.15784 0.74408
O -0.07183 4.06229 -0.38954
O -0.94090 1.68572 -0.83084
Br -3.02371 0.45924 0.31491
H -0.77482 -0.84323 0.96677
H 0.28089 -1.42379 -0.47898
H -1.66294 0.15293 -1.74123
H 1.34774 0.78170 1.03503
```

Molecular weight (g/mol): 196.0
Total charge: +1
Relative energy (zero: lowest compared OMol25 entry of this formula, charge and spin) (kcal per mole): 0.76
E_tot (Eh): -3025.49147
LUMO level (Eh): -0.2221



Below is a structure of composition C13H26N2ORhSbSi, with properties calculated with wB97M-V/def2-TZVPD.

```
45
Properties=species:S:1:pos:R:3
Rh -0.88041 -0.25724 0.92462
N -1.34259 -0.68638 4.01978
C -1.09374 -0.54173 2.87172
H -1.73068 -1.03955 4.90411
O -3.09621 -1.58197 0.54317
H -3.26828 -2.13185 1.32688
H -3.00537 -2.18513 -0.21441
C -3.83874 2.72011 -0.05828
Sb -2.32833 1.31500 -0.62695
C -1.01572 2.58542 -1.77818
C -3.36293 0.37893 -2.28632
H -4.33736 3.12144 -0.96147
H -3.39245 3.57148 0.47230
H -4.56752 2.22610 0.60961
H -1.50317 3.12445 -2.59169
H -0.20803 1.95502 -2.19169
H -0.60581 3.35378 -1.07054
H -3.38917 1.10189 -3.11308
H -4.38836 0.04823 -1.99199
H -2.75214 -0.47778 -2.65073
C 2.74699 1.60521 -0.63274
Si 1.93263 0.88933 0.89948
C 3.29618 0.10330 1.90266
C 1.11461 2.16580 1.95915
N 0.83337 -0.47010 0.31211
C 1.15248 -1.67683 -0.18813
C 2.39907 -1.76052 -0.84400
C 2.78816 -2.91606 -1.50883
C 1.93146 -4.02882 -1.60261
C 0.68820 -3.96377 -0.93189
C 0.33567 -2.84192 -0.15307
H 2.67120 2.69724 -0.58261
H 2.23846 1.26782 -1.54879
H 3.82363 1.35003 -0.65426
H 3.89280 0.88528 2.39790
H 4.00632 -0.51680 1.32688
H 2.87512 -0.56311 2.70590
H 1.90020 2.73485 2.52000
H 0.38554 1.79320 2.71736
H 0.62794 2.93847 1.35819
H 3.01424 -0.85266 -0.88659
H 3.77015 -2.99585 -1.95103
H 2.26263 -4.87125 -2.16914
H 0.01237 -4.81664 -0.98929
H -0.59242 -2.75641 0.40652
```

Molecular weight (g/mol): 479.1
Total charge: +2
Relative energy (zero: lowest compared OMol25 entry of this formula, charge and spin) (kcal per mole): 0.00
E_tot (Eh): -1335.30335
LUMO level (spin up / spin down) (Eh): -0.2208 / -0.3531
2S+1: 5
⟨S²⟩: 6.040